(1)
# C14H36ClF6NO14S2

A structure of composition C14H36ClF6NO14S2 (the ωB97M-V functional and the def2-TZVPD basis, the OMol25 dataset).

Each line ends with the Löwdin charge.
Element x y z (Å)
1 Cl 0.55167 0.17486 0.27694  0.884
2 O 0.03016 -1.02234 0.88547  -0.374
3 O -0.20905 0.50980 -0.88608  -0.332
4 O 0.49787 1.23981 1.24097  -0.299
5 O 1.92652 -0.18895 -0.04826  -0.355
6 C -2.33195 -0.93001 0.24587  -0.479
7 F -1.40043 -1.74741 0.73623  0.061
8 F -3.58227 -1.50464 0.39882  0.090
9 F -2.34006 0.26054 0.87334  0.104
10 S -1.96104 -0.68501 -1.67434  0.900
11 O -2.10518 0.64509 -2.25102  -0.310
12 O -0.65820 -1.36996 -1.88681  -0.530
13 N -2.45624 -2.08611 -2.67030  -0.199
14 S -4.04185 -2.02502 -2.61550  0.579
15 O -4.66868 -0.83836 -2.01719  -0.352
16 O -4.40009 -2.48220 -3.96538  -0.371
17 C -4.69681 -3.54777 -1.59756  -0.679
18 F -3.81006 -3.98166 -0.74617  0.133
19 F -5.73656 -3.13382 -0.88774  0.106
20 F -5.10448 -4.61876 -2.31740  0.095
21 C 1.24793 3.62959 0.60445  -0.090
22 C 0.62090 4.17939 1.93889  -0.203
23 O -0.13161 3.08643 2.57535  -0.196
24 H 2.13600 2.99772 0.61765  0.067
25 H 1.50595 4.46587 -0.04529  0.061
26 H 0.44323 3.04520 0.15830  0.032
27 H -0.11325 4.96548 1.76230  0.087
28 H 1.40010 4.34646 2.68256  0.096
29 H -0.88626 2.93532 2.00153  -0.308
30 C 3.00062 0.76523 -1.91016  -0.108
31 C 3.00992 1.44449 -3.29118  -0.284
32 O 2.35664 0.58452 -4.23277  -0.074
33 H 3.15421 1.54844 -1.16781  0.075
34 H 3.71564 -0.04697 -1.77911  0.074
35 H 1.97720 0.45440 -1.70020  0.033
36 H 3.96094 1.91574 -3.53938  0.094
37 H 2.26954 2.22013 -3.09545  0.101
38 H 2.15477 1.08947 -5.02389  0.070
39 C -2.56174 2.45404 -0.65443  -0.056
40 C -1.79472 3.24180 0.42932  -0.258
41 O -1.51680 2.42964 1.46311  0.081
42 H -3.44037 1.95331 -0.24776  0.085
43 H -1.95339 1.69522 -1.14657  -0.008
44 H -3.00130 3.10068 -1.41386  0.084
45 H -2.42668 4.05693 0.78188  0.127
46 H -0.98468 3.81947 -0.01590  0.103
47 H -1.26309 1.57633 1.10380  0.089
48 C 1.90314 -1.80295 2.74041  -0.132
49 C 2.22452 -2.95161 1.86690  -0.333
50 O 1.97774 -4.08190 2.62253  -0.082
51 H 0.85082 -1.82664 3.02356  0.017
52 H 1.93807 -0.89446 2.13915  0.062
53 H 2.38496 -1.82336 3.71792  0.101
54 H 3.18756 -2.94757 1.35637  0.112
55 H 1.44692 -3.08222 1.11431  0.113
56 H 2.15466 -4.87302 2.10829  0.077
57 C -0.47044 -0.46940 3.23476  -0.074
58 C 0.70234 0.38485 3.77638  -0.275
59 O 0.45609 1.70238 3.35475  -0.134
60 H -0.10857 -1.43956 3.57527  0.056
61 H -0.80814 -0.31077 2.21060  0.045
62 H -1.35603 -0.31878 3.85212  0.085
63 H 1.71577 0.00198 3.65607  0.072
64 H 0.58001 0.42238 4.85885  0.103
65 H 0.66237 1.54133 2.43111  -0.073
66 C 2.34954 -2.16297 -1.95218  -0.094
67 C 0.91952 -1.77811 -2.01197  -0.535
68 O 0.31616 -2.16003 -3.18103  -0.012
69 H 2.74041 -1.93074 -0.96153  0.056
70 H 2.98338 -1.66874 -2.68844  0.056
71 H 2.50296 -3.23544 -2.07210  0.069
72 H 0.93330 -0.69830 -1.86392  0.076
73 H 0.31724 -2.03872 -1.14166  0.112
74 H 1.11301 -2.18025 -3.71603  0.083

Computed properties:
**Net charge**: -2
**2S+1**: 1
**Energy relative to the best compared isomer or geometry (same formula, charge and spin)**: 569.5 kcal per mole
**Frontier orbital gap**: 6.3 eV


(2)
# C14H36F6NO11S2V2

A structure of composition C14H36F6NO11S2V2 (the ωB97M-V functional and the def2-TZVPD basis, the OMol25 dataset).

Each line ends with the Löwdin charge.
Element x y z (Å)
1 V 8.77601 -0.38027 -0.86636  0.931
2 V 6.35439 -2.78592 -1.70195  1.123
3 C 7.08800 -2.41445 1.36047  -0.222
4 O 7.33386 -1.88327 0.07580  -0.485
5 H 8.03536 -2.80267 1.74366  0.080
6 H 6.74453 -1.62611 2.04156  0.079
7 H 6.30087 -3.17726 1.42863  0.069
8 C 7.49509 -0.49054 -3.97924  -0.201
9 O 7.41159 -0.94207 -2.64259  -0.464
10 H 8.33766 -0.99845 -4.46170  0.061
11 H 6.55481 -0.66342 -4.50606  0.059
12 H 7.72093 0.57870 -4.04888  0.074
13 C 11.97114 -0.51352 1.51709  -0.692
14 F 12.32167 -0.52521 2.77952  0.188
15 F 12.97268 -0.13059 0.76315  0.172
16 F 11.56529 -1.71795 1.15336  0.155
17 S 10.52304 0.70973 1.37508  0.687
18 O 9.35294 -0.07109 1.73056  -0.302
19 O 10.79456 1.83937 2.19588  -0.214
20 N 10.29476 0.93623 -0.31559  -0.391
21 S 10.93172 2.37051 -0.57891  0.604
22 O 10.05825 3.44079 -0.13242  -0.272
23 O 12.30497 2.49271 -0.10356  -0.277
24 C 11.01738 2.50505 -2.45819  -0.704
25 F 11.94991 1.70760 -2.93277  0.155
26 F 9.84281 2.14292 -2.97006  0.125
27 F 11.29920 3.73552 -2.76003  0.201
28 C 3.14748 -0.79740 0.02005  -0.048
29 C 3.24213 -1.46083 -1.36465  -0.241
30 O 4.60788 -1.46366 -1.81333  -0.162
31 H 2.11272 -0.68605 0.33814  0.088
32 H 3.55602 0.21380 -0.05283  0.061
33 H 3.76490 -1.27912 0.77725  0.080
34 H 2.67669 -0.87983 -2.09635  0.124
35 H 2.76323 -2.43752 -1.33148  0.124
36 H 4.82318 -0.56367 -2.08928  0.099
37 C 9.18206 -4.46490 -6.83687  -0.076
38 C 9.19400 -4.15548 -5.36134  -0.302
39 O 8.04078 -4.78676 -4.77607  -0.083
40 H 8.25060 -4.07260 -7.24596  0.077
41 H 9.33110 -5.51112 -7.11074  0.085
42 H 10.00829 -4.03303 -7.40975  0.085
43 H 9.22316 -3.07024 -5.22292  0.094
44 H 10.09765 -4.54799 -4.88209  0.115
45 H 8.16876 -4.67755 -3.82820  0.061
46 C 4.65495 -2.73063 -5.96782  -0.048
47 C 4.26833 -3.25076 -4.57418  -0.265
48 O 5.41699 -3.42316 -3.76301  -0.158
49 H 3.77629 -2.69394 -6.60965  0.087
50 H 5.37846 -3.40701 -6.42823  0.078
51 H 5.11544 -1.74660 -5.90166  0.065
52 H 3.73141 -4.19925 -4.68574  0.124
53 H 3.53643 -2.58351 -4.12066  0.108
54 H 6.07186 -3.96356 -4.24304  0.077
55 C 6.51480 3.30781 -1.07324  -0.055
56 C 6.19146 1.83217 -0.94302  -0.267
57 O 7.14981 1.20823 -0.05086  -0.119
58 H 7.43596 3.36081 -1.66140  0.073
59 H 6.71523 3.76330 -0.10499  0.090
60 H 5.77503 3.91361 -1.59622  0.084
61 H 6.14026 1.34659 -1.91738  0.099
62 H 5.22376 1.71724 -0.43898  0.103
63 H 6.77422 1.38651 0.81539  0.113
64 C 11.65920 -1.22196 -3.47665  -0.053
65 C 11.42188 -1.82292 -2.08048  -0.224
66 O 10.00070 -1.92188 -1.81492  -0.160
67 H 11.58736 -1.97862 -4.26101  0.070
68 H 12.66647 -0.81094 -3.51764  0.087
69 H 10.89858 -0.47384 -3.69754  0.063
70 H 11.88965 -1.21048 -1.31694  0.090
71 H 11.83803 -2.83086 -2.09492  0.127
72 H 9.74786 -2.81586 -2.04428  0.094

Computed properties:
**Net charge**: +1
**<S²>**: 12.010
**2S+1**: 7
**Frontier orbital gap (alpha / beta)**: 6.9 / 8.0 eV


(3)
# C14H36InO7P2S2

A structure of composition C14H36InO7P2S2 (the ωB97M-V functional and the def2-TZVPD basis, the OMol25 dataset).

Each line ends with the Löwdin charge.
Element x y z (Å)
1 C -0.34935 3.84979 6.48100  -0.165
2 O -1.04271 3.41366 5.34157  -0.319
3 C -0.24307 2.51753 4.51318  -0.293
4 In 0.13322 3.61470 2.58110  0.640
5 C 1.38633 5.39404 3.12523  -0.326
6 C 2.88238 5.27279 2.82587  -0.365
7 C 3.26670 4.96899 1.35505  -0.565
8 S 2.16185 5.62392 0.07240  0.687
9 C 0.95075 2.33750 0.92029  -0.305
10 C 0.17765 1.02780 0.63258  -0.392
11 C -0.43848 0.37040 1.87002  -0.579
12 S -0.89516 -1.36685 1.51194  0.683
13 P -2.14701 4.60192 1.88563  0.648
14 O -2.51141 4.01181 0.34233  -0.425
15 O -3.34301 4.03448 2.92713  -0.422
16 H 0.14762 3.01935 6.99296  0.077
17 H 0.37884 4.62465 6.19904  0.071
18 H -1.07364 4.34362 7.13400  0.078
19 H 0.66585 2.22018 5.05053  0.029
20 H -0.85572 1.61955 4.39440  0.027
21 H 1.28326 5.55160 4.20394  0.016
22 H 0.96303 6.28754 2.66294  0.002
23 H 3.36623 4.55071 3.48713  0.095
24 H 3.34354 6.24460 3.05908  0.088
25 H 3.42266 3.89728 1.24508  0.049
26 H 4.23644 5.43627 1.17795  0.045
27 H 1.47615 6.59206 0.69191  -0.148
28 H 0.88103 2.94277 0.01157  -0.005
29 H 2.01299 2.09716 1.01954  0.018
30 H 0.89736 0.30213 0.23620  0.070
31 H -0.57457 1.15923 -0.14943  0.094
32 H 0.29619 0.44015 2.66966  0.065
33 H -1.36221 0.85510 2.17943  0.056
34 H 0.07300 -2.11883 2.05620  -0.165
35 H -1.65716 3.89511 -0.08484  -0.008
36 H -3.27717 4.60742 3.69489  0.002
37 O -0.06542 -4.21847 -5.22525  -0.223
38 P -0.37535 -4.36228 -3.78608  0.499
39 O 0.89832 -3.83368 -2.95139  -0.190
40 C 1.18414 -2.42551 -2.95571  -0.265
41 C 0.14397 -1.61121 -2.20959  -0.085
42 O -0.23635 -5.97429 -3.54130  -0.208
43 C -0.07885 -6.86767 -4.63862  -0.303
44 C 1.38345 -7.08983 -4.97826  -0.076
45 O -1.46182 -4.23024 -2.58369  -0.187
46 C -2.85555 -4.08636 -2.93518  -0.257
47 C -3.38647 -5.27687 -3.71106  -0.081
48 H 1.27896 -2.07714 -3.98865  0.111
49 H 2.15625 -2.31121 -2.47820  0.117
50 H -0.82002 -1.63963 -2.72657  0.069
51 H 0.45142 -0.56839 -2.13352  0.077
52 H -0.01649 -2.00359 -1.20768  0.040
53 H -0.63419 -6.51263 -5.50688  0.098
54 H -0.53379 -7.81542 -4.34198  0.114
55 H 1.94494 -6.15682 -4.97445  0.074
56 H 1.48540 -7.55617 -5.95981  0.074
57 H 1.85077 -7.74381 -4.23970  0.073
58 H -2.98865 -3.16470 -3.50726  0.116
59 H -3.39885 -3.97312 -1.99917  0.122
60 H -2.90578 -5.36097 -4.69029  0.070
61 H -4.45985 -5.17570 -3.87374  0.079
62 H -3.19258 -6.20444 -3.17348  0.084

Computed properties:
**Net charge**: -1
**2S+1**: 1
**Frontier orbital gap**: 5.2 eV


The largest force on an atom results, record by record, are as follows: 17.129, 4.400, 5.890 eV/A.
The E results, record by record, are as follows: -3517.557287, -4720.704153, -2750.942745 Eh.